This record from the OMol25 dataset describes a molecular structure, C38H52CeN2O2P2 at a distorted geometry. The level of theory is wB97M-V/def2-TZVPD.

## Properties
- charge = +2
- LUMO level (spin up / spin down) (eV) = -7.566 / -7.541
- frontier orbital gap (spin up / spin down) (eV) = 5.43 / 5.46
- E (a.u.) = -2896.5232

Last column: Löwdin charge in e.
Element x y z (Å)
Ce1 0.279 0.741 0.495  1.240
C1 0.415 3.244 1.357  -0.288
C2 -0.236 2.506 2.411  -0.284
C3 1.971 1.798 2.289  -0.264
C4 1.781 2.823 1.307  -0.263
C5 0.723 1.583 2.956  -0.298
C6 -0.171 4.301 0.486  -0.016
H1 -1.264 4.326 0.545  0.071
H2 0.107 4.136 -0.566  0.094
H3 0.205 5.297 0.767  0.118
C7 2.855 3.431 0.482  0.015
H4 2.436 4.064 -0.307  0.092
H5 3.481 2.659 0.015  0.066
H6 3.528 4.053 1.094  0.123
C8 3.273 1.185 2.659  0.016
H7 3.828 1.823 3.365  0.122
H8 3.912 1.050 1.780  0.070
H9 3.136 0.205 3.130  0.095
C9 0.512 0.630 4.083  -0.010
H10 0.963 1.017 5.010  0.118
H11 0.981 -0.344 3.878  0.095
H12 -0.551 0.450 4.282  0.076
C10 -1.580 2.781 2.993  -0.005
H13 -1.498 3.384 3.915  0.123
H14 -2.099 1.850 3.261  0.065
H15 -2.208 3.348 2.299  0.061
C11 -5.227 -0.451 -2.458  -0.104
C12 -5.563 0.726 -1.899  -0.156
C13 -6.722 0.961 -0.984  -0.171
C14 -7.008 -0.182 0.031  -0.168
C15 -5.785 -0.818 0.616  -0.121
C16 -5.179 -1.938 0.169  -0.139
C17 -5.454 -2.633 -1.123  -0.161
C18 -5.971 -1.737 -2.284  -0.170
H16 -7.644 1.121 -1.572  0.136
H17 -7.676 -0.928 -0.423  0.114
H18 -6.562 1.898 -0.425  0.106
H19 -7.057 -1.586 -2.176  0.115
H20 -4.450 -0.502 -3.229  0.108
H21 -5.112 1.653 -2.264  0.095
H22 -5.814 -2.318 -3.207  0.123
H23 -4.527 -3.133 -1.460  0.115
H24 -4.489 -2.480 0.816  0.070
H25 -6.193 -3.443 -0.964  0.135
H26 -7.559 0.282 0.867  0.124
H27 -5.466 -0.345 1.550  0.092
P1 -2.145 1.436 -0.791  0.817
C19 -2.371 1.428 -2.586  -0.224
C20 -3.474 2.482 -0.128  -0.212
P2 -1.917 -0.850 1.453  0.832
C21 -2.656 -0.272 -0.191  -0.462
C22 -3.175 -0.779 2.763  -0.240
C23 -1.766 -2.654 1.250  -0.224
H28 -1.684 0.702 -3.042  0.067
H29 -2.120 2.431 -2.962  0.071
H30 -3.396 1.170 -2.872  0.012
H31 -4.450 1.984 -0.202  0.024
H32 -3.506 3.418 -0.706  0.080
H33 -3.288 2.741 0.924  0.028
H34 -2.719 -3.092 0.929  0.043
H35 -1.485 -3.076 2.228  0.072
H36 -0.985 -2.891 0.517  0.049
H37 -2.474 -1.024 -0.977  0.087
H38 -3.743 -0.184 -0.079  0.011
H39 -2.680 -1.105 3.695  0.068
H40 -4.019 -1.456 2.564  0.045
H41 -3.554 0.240 2.917  0.047
O1 0.798 -1.278 -0.801  -0.110
C24 2.039 -1.024 -0.935  -0.523
N1 2.980 -1.788 -1.553  0.184
C25 4.302 -1.285 -1.231  -0.277
C26 3.948 0.082 -0.651  -0.375
O2 4.725 1.012 -0.417  0.083
N2 2.585 0.123 -0.446  0.093
C27 4.963 -2.155 -0.153  -0.156
C28 5.843 -1.592 0.777  -0.030
C29 6.427 -2.392 1.766  -0.053
C30 6.156 -3.762 1.803  -0.065
C31 5.299 -4.328 0.852  -0.059
C32 4.691 -3.524 -0.118  -0.024
C33 5.135 -1.052 -2.463  -0.157
C34 6.521 -1.236 -2.471  0.002
C35 7.264 -0.758 -3.559  -0.050
C36 6.620 -0.153 -4.641  -0.064
C37 5.223 -0.068 -4.662  -0.060
C38 4.476 -0.529 -3.575  -0.031
H42 2.765 -2.742 -1.834  0.170
H43 6.069 -0.523 0.721  0.119
H44 7.090 -1.933 2.497  0.113
H45 6.616 -4.391 2.563  0.112
H46 5.088 -5.395 0.850  0.111
H47 4.013 -3.977 -0.854  0.113
H48 7.005 -1.734 -1.627  0.120
H49 8.348 -0.861 -3.536  0.114
H50 7.211 0.249 -5.467  0.114
H51 4.707 0.363 -5.517  0.108
H52 3.383 -0.486 -3.585  0.114